Entry 1:
# C4H9NO

C4H9NO in the gas phase (wB97M-V/def2-TZVPD, the Open Molecules 2025 dataset).

```
15
C4H9NO | the Open Molecules 2025 dataset | wB97M-V/def2-TZVPD
H 0.58123 1.94625 -0.66704
H 2.44638 -0.67730 0.01794
C -0.92147 -0.41007 -0.17648
H 0.59979 0.96926 -2.15713
H -1.17710 1.11705 1.35440
H -2.53006 -0.02238 1.22902
H -1.07328 -1.49008 -0.26853
H -1.46559 0.07568 -0.99415
O 1.11320 -1.95587 0.88565
N 0.50100 -0.14803 -0.36850
H -1.00637 -0.53784 1.97989
C -1.43929 0.06799 1.17871
C 0.93916 1.01080 -1.11474
C 1.39931 -0.98044 0.21787
H 2.03309 1.03499 -1.11690
```

Its largest force on an atom is 0.3 eV/A. The value obtained for the LUMO energy is 0.892 eV. As for the SMILES: CCN(C)C=O. The spin multiplicity is 1. The calculation puts the energy above the lowest of the compared OMol25 structures with the same formula, charge and spin at 15.16 kcal per mole.

Löwdin atomic charge list, values in e, 5 entries: number 1, H, carries 0.0890; number 2, H, carries 0.1320; number 3, C, carries -0.2162; number 4, H, carries 0.0891; number 5, H, carries 0.0721

---

Entry 2:
# C6H10O

A 2-piece molecular cluster, C6H10O overall in a non-equilibrium geometry (wB97M-V/def2-TZVPD, the Open Molecules 2025 dataset).

```
17
C6H10O | the Open Molecules 2025 dataset | wB97M-V/def2-TZVPD
H -2.10971 -1.92313 0.45458
C 2.24909 0.12966 0.06769
H 0.12887 1.05171 -1.69521
C 0.11265 -1.25359 0.37658
O -0.06781 2.14589 -0.05202
C -1.55375 0.16828 -0.56457
H -0.26712 2.04310 0.88841
H -2.03249 -1.29573 1.41775
H -2.18653 0.72589 0.11732
H -2.04148 0.17413 -1.54768
H 2.42556 1.16743 0.37700
C 0.77760 -0.15360 -0.02134
C -0.15412 0.85747 -0.65095
H 2.75085 -0.54009 0.77279
C -1.33693 -1.20852 0.09992
H 2.72890 0.00859 -0.91288
H 0.57641 -2.09751 0.87259
```

Its largest force on an atom is 3.0 eV/A. The value obtained for the LUMO energy is 0.602 eV. The spin multiplicity is 1. The calculation puts the energy above the lowest of the compared OMol25 structures with the same formula, charge and spin at 71.22 kcal per mole.

Löwdin atomic charge list, values in e, 5 entries: number 1, H, carries 0.0390; number 2, C, carries -0.0461; number 3, H, carries 0.1508; number 4, C, carries -0.0840; number 5, O, carries -0.0310

---

Entry 3:
# C4H8N4O

C4H8N4O in the gas phase in a non-equilibrium geometry (wB97M-V/def2-TZVPD, the Open Molecules 2025 dataset).

```
17
C4H8N4O | the Open Molecules 2025 dataset | wB97M-V/def2-TZVPD
C -1.10247 -1.22364 -0.14978
N -0.20267 -2.22288 -0.77492
H 1.31512 3.50305 1.74395
C 0.59705 0.58888 -0.48282
H -1.90136 -1.06217 -0.96432
H -1.73517 -1.58124 0.63201
H 0.78452 -0.72661 -2.06135
O 0.58468 2.81781 2.14355
N 1.06837 1.72391 0.02495
H 0.24448 -2.76767 -0.17937
H 1.86846 0.44254 -2.01139
H -0.77194 -2.91200 -1.03865
C -0.50573 0.80207 1.30369
N 0.37066 1.74895 1.15712
C -0.42684 0.01235 0.26255
H -1.19703 0.57569 2.25600
N 1.00986 0.28096 -1.86121
```

Its largest force on an atom is 10.2 eV/A. The value obtained for the LUMO energy is 0.815 eV. As for the SMILES: NCc1cn(O)nc1N. The spin multiplicity is 1. The calculation puts the energy above the lowest of the compared OMol25 structures with the same formula, charge and spin at 119.75 kcal per mole.

Löwdin atomic charge list, values in e, 5 entries: number 1, C, carries -0.1940; number 2, N, carries 0.0481; number 3, H, carries 0.1824; number 4, C, carries -0.3031; number 5, H, carries 0.1449

---

Entry 4:
# C6H14N2O2

A 2-piece molecular cluster, C6H14N2O2 overall in a non-equilibrium geometry (wB97M-V/def2-TZVPD, the Open Molecules 2025 dataset).

```
24
C6H14N2O2 | the Open Molecules 2025 dataset | wB97M-V/def2-TZVPD
C -1.93200 -1.53708 -0.45146
H -2.24468 0.26484 1.60418
H 1.14346 0.11786 -1.97872
H -1.04832 1.47392 1.98468
H -1.36007 -2.07376 0.30946
N -1.16395 -0.37975 -0.85218
H -0.53431 -0.23117 1.80037
H 1.43444 -2.07645 -1.30043
H 2.04208 -1.58658 0.25857
C 1.41324 -0.08174 -0.95214
C 1.31757 0.97719 -0.04567
H 1.32249 1.94831 -0.52570
N 1.51574 -1.37874 -0.57690
H -2.06423 -2.19413 -1.30897
O -1.47202 1.86256 -0.53144
H 1.88020 0.29926 1.96372
C -1.20708 0.54735 1.43780
C 2.21669 0.97136 1.17187
C -0.96228 0.82416 -0.04110
H 2.33081 1.98081 1.56490
H -2.91356 -1.22848 -0.08344
O -1.38578 -0.05421 -2.21202
H -1.55216 0.91885 -2.14843
H 3.22373 0.63560 0.91304
```

Its largest force on an atom is 5.2 eV/A. The value obtained for the LUMO energy is 0.639 eV. As for the SMILES: CC(=O)N(C)O.C/C=C\N. The spin multiplicity is 1. The calculation puts the energy above the lowest of the compared OMol25 structures with the same formula, charge and spin at 115.43 kcal per mole.

Löwdin atomic charge list, values in e, 5 entries: number 1, C, carries -0.0597; number 2, H, carries 0.0839; number 3, H, carries 0.1190; number 4, H, carries 0.0898; number 5, H, carries 0.0806

---

Entry 5:
# C7H24Be2O9Ti2

C7H24Be2O9Ti2 as an isolated structure in a non-equilibrium geometry (wB97M-V/def2-TZVPD, the Open Molecules 2025 dataset).

```
44
C7H24Be2O9Ti2 | the Open Molecules 2025 dataset | wB97M-V/def2-TZVPD
H 2.86255 0.86009 -5.08187
O 3.49673 0.62671 -0.95911
H -3.27429 3.74006 3.30112
O 1.37789 0.04375 3.61531
H 1.25465 -0.76067 4.12456
O -2.38386 2.17593 2.22921
H 1.38696 -1.27232 1.86911
Be -2.84649 2.19892 -0.21694
H -1.78172 -2.60407 3.03393
Be -0.79797 -0.35972 -2.81825
C 1.87441 -0.41480 2.33296
Ti -0.05950 3.61649 -2.38548
H -4.11745 2.20317 3.42206
C -2.54959 -3.28235 -1.96727
H -3.12956 -3.38263 -2.88469
C -3.13233 2.65962 3.32566
H 4.24057 -1.27288 -1.60494
O 1.23902 -0.30357 -4.51283
H 2.83443 0.44543 -3.39992
H 2.94227 -1.25777 -0.35146
C 2.18715 0.66898 -4.24795
Ti 1.46488 3.69019 0.84757
H 1.72010 -0.97393 -5.00352
H 2.94627 -0.55941 2.46825
H -1.17647 -0.90389 2.98086
H 1.76143 0.40260 1.62078
H -3.24428 -3.67289 -1.22363
H -2.78873 -1.22066 2.51440
H -2.37771 -1.93565 -0.58378
H -2.53416 2.36077 4.18645
O 0.86792 1.25918 -1.39866
O -1.39461 -1.69616 1.13154
H 1.63088 1.57165 -3.99526
C 0.10252 1.41918 -0.43807
H 4.51754 -0.85591 0.05639
O -2.35706 -1.98038 -1.54251
H 2.54304 0.59017 -1.06267
C -1.79106 -1.65904 2.49084
O -0.29949 2.56758 -0.13418
H -1.65837 -3.90976 -1.98018
H -1.47542 2.24501 2.53181
O -0.74478 0.50286 -0.32032
C 3.80693 -0.73581 -0.76137
H -1.14325 -0.83408 0.79207
```

Its largest force on an atom is 7.4 eV/A. The value obtained for the LUMO energy (alpha / beta) is -12.213 / -12.511 eV. As for the expectation value of S²: 15.755. The spin multiplicity is 8. Its net charge is +3.

Löwdin atomic charge list, values in e, 5 entries: number 1, H, carries 0.1147; number 2, O, carries -0.1405; number 3, H, carries 0.0960; number 4, O, carries -0.1191; number 5, H, carries 0.0866

---

Entry 6:
# C44H91N2O9P

A 9-piece molecular cluster, C44H91N2O9P overall in a non-equilibrium geometry (wB97M-V/def2-TZVPD, the Open Molecules 2025 dataset).

```
147
C44H91N2O9P | the Open Molecules 2025 dataset | wB97M-V/def2-TZVPD
C -4.39412 9.67156 2.28548
H -4.24529 6.24040 0.62123
H -2.15341 -1.54244 2.96390
C -6.31711 6.69652 0.15670
O 10.97812 -0.15461 -2.71879
C -4.57160 -7.20703 -3.33721
C 3.22645 -2.36760 1.06469
H -7.09921 8.11794 7.08843
C 0.24365 -7.23721 -2.01260
O -7.87593 7.67993 3.91296
H 2.55571 2.04208 3.41268
H 11.19875 -2.13599 -3.26124
H 10.34335 0.05212 1.74398
H -5.75338 -6.56173 -5.06197
H -5.21945 0.26729 1.73508
H 8.47348 -2.12651 -3.56397
H -2.83914 -9.51474 -4.62039
H -4.03715 -0.41472 2.79633
H 4.79814 -9.62420 -4.37606
O -3.42926 -8.06611 -3.27018
H 8.65801 3.46134 1.39844
C -1.07792 -6.64766 -1.53618
C -4.36042 10.30592 0.03698
H -4.79012 -1.37201 0.25259
H -4.99989 10.31173 2.93662
H 1.89897 -1.58127 2.61543
H 2.20340 -6.79746 -1.13730
O 0.65879 -5.85717 -0.13301
H 2.37328 -6.97152 -6.49107
H 10.05328 0.26161 -0.92887
H 9.90971 2.55183 0.52927
H -9.23669 7.18793 6.35313
H -6.95496 6.58585 -0.72554
C 9.64083 1.90880 2.58515
H -1.75196 -3.17889 2.53208
C 0.75677 -2.98165 1.38366
H 8.99850 2.21453 3.41452
H -4.31196 8.68616 2.74712
C 3.72623 -8.62661 -6.02100
H 4.80169 0.67546 -0.79832
H -1.90854 -7.34741 -1.57222
C 3.28264 -1.07543 0.24656
H -5.07305 10.89159 -0.54457
C 9.11315 -1.60476 -2.85339
H 8.25911 0.30290 -3.38824
H -0.82086 -1.69774 -0.22608
N -3.82973 1.94933 0.36470
H 0.35809 -8.25346 -1.62335
H 4.22262 1.95917 0.22739
H -3.82801 12.10214 1.10565
H -8.05222 6.23593 1.42985
H -6.10218 7.75410 0.29281
H -4.93261 -8.81236 -5.55519
H -2.64223 10.85739 2.84385
H 3.16010 -3.19876 0.36790
H -9.62080 8.91106 6.42690
C 3.37156 1.55633 2.90475
H 5.66104 1.05276 0.70189
C -6.90063 7.65403 4.95906
C -3.84920 -1.10153 0.72699
H -9.92890 7.52099 4.08375
C -8.98240 8.17017 5.94781
H -4.12048 2.86912 0.68052
C -4.17333 -8.02759 -5.51654
H -1.31595 -5.34573 0.20956
C 8.62192 -0.20730 -2.49274
H -3.23898 -0.66153 -0.05627
H 0.32292 -3.72459 2.04277
C -3.31113 1.21553 1.54078
H 4.54352 -7.90544 -6.09573
C 9.50598 0.41099 2.34774
C -6.65351 4.57700 1.14263
H -6.71948 6.60877 5.23351
C -3.27674 -2.38783 1.30378
H -4.10321 -5.93202 -5.01242
H 2.34147 -3.23631 2.77082
H 4.14459 2.24606 2.57877
C 1.25280 -6.30810 -1.35630
H -4.41979 -6.35238 -2.67598
H 3.78020 -9.29169 -6.88164
C 3.78974 -9.34755 -4.68000
C 3.15130 -8.32764 -3.74926
C -0.73024 -6.20583 -0.12298
H -4.67496 1.50366 0.03080
H -7.39960 4.09231 0.50287
H 9.91124 1.52746 -2.16419
N 3.84758 0.02855 1.03808
H -3.84016 -7.82626 -6.53366
H 4.14375 -2.40001 1.63728
H -4.71524 5.79748 -1.03173
H 3.89327 -7.61623 -3.37060
O -5.39105 4.53757 0.46401
O 1.73456 0.90976 1.34557
O 2.19583 -7.60358 -4.53154
H 7.82596 -0.19576 -1.74925
H -9.28344 9.17301 4.04272
H 0.94549 -3.48096 0.44745
H 2.32976 -0.84288 -0.23067
H -2.32609 0.82555 1.30535
H -1.33813 -5.77837 -2.14700
H -2.48369 11.42140 0.18283
C 2.39398 -7.89916 -5.91814
O 8.12786 1.55711 0.79286
C 8.21525 0.33834 1.54725
C 10.49972 -1.31192 -3.40927
H 10.65779 2.22926 2.80629
H -0.87225 -7.02142 0.59480
C -3.03723 -8.44261 -4.59371
H 1.44959 -5.43253 -1.98535
H -5.96660 8.08278 4.59305
C -5.06217 5.85465 0.00069
H 3.98609 -1.26847 -0.55497
H 7.34147 0.28324 2.20576
H 3.86324 0.82378 3.53901
C -2.00618 -2.20321 2.12467
C -9.11866 8.16269 4.43221
C 2.05381 -2.48521 2.03950
H 0.34645 -7.27406 -3.09350
H -7.28598 9.50120 6.00437
H 9.46973 -0.17800 3.26292
C 4.67356 0.97146 0.23433
C 9.89995 0.44986 -1.99749
H 1.56739 -8.53442 -6.25475
H -5.44363 -7.76832 -2.98516
H 2.64721 -8.78795 -2.89841
H 8.19069 -0.51445 0.86617
H 9.19146 -2.21696 -1.95130
C -4.17963 -0.03410 1.78856
H -3.14303 -3.10499 0.50021
H -2.31683 9.53051 1.72295
C 2.85681 0.80734 1.69440
C -3.04046 10.30224 1.99578
C 9.11350 2.47794 1.27806
H -6.58012 4.01538 2.07564
H -3.85691 9.60294 -0.63567
H -6.51836 6.40266 2.28033
H -3.27348 1.85622 2.41525
H 10.45708 -1.08042 -4.47923
C -4.72549 -6.80358 -4.79593
H -4.03300 -2.79957 1.97082
H -2.11099 -7.91148 -4.84084
C -7.49206 8.43469 6.12335
O -5.06561 9.55030 1.02826
P -0.51936 -1.64001 1.15693
C -6.98318 6.04611 1.36200
C -3.35620 11.17056 0.78412
H 3.18291 -10.25544 -4.71582
```

Its largest force on an atom is 2.2 eV/A. The value obtained for the LUMO energy is 0.754 eV. As for the SMILES: CC(=O)N(C)CCCCPCCCCCN.C1CCOC1.C1CCOC1.C1CCOC1.C1CCOC1.C1CCOC1.C1CCOC1.C1CCOC1.C1CCOC1. The spin multiplicity is 1.

Löwdin atomic charge list, values in e, 5 entries: number 1, C, carries -0.2037; number 2, H, carries 0.1167; number 3, H, carries 0.0541; number 4, C, carries -0.1602; number 5, O, carries -0.1381